Entry 1:
Molecular formula: C5H35N2O13
Method: DFT, ωB97M-V with the def2-TZVPD basis set

Properties
Net charge: +2
2S+1: 2
Highest occupied orbital energy (spin up / spin down) in eV: -15.3667 / -15.3667

Atoms and positions in Å:
1 O 2.933 -0.146 -1.812
2 C 2.852 -1.293 -2.072
3 C 2.667 -2.340 -0.865
4 C 1.268 -2.913 -0.715
5 C 0.256 -1.831 -0.456
6 C -1.035 -1.862 -0.752
7 N -1.901 -0.709 -0.499
8 N 3.607 -3.360 -1.205
9 H 2.877 -1.688 -3.106
10 H 3.063 -1.809 0.019
11 H 0.961 -3.473 -1.591
12 H 1.323 -3.532 0.190
13 H 0.668 -1.073 0.194
14 H -1.560 -2.668 -1.250
15 H -2.768 -0.833 0.034
16 H -1.312 0.089 -0.140
17 H -2.252 -0.359 -1.409
18 H 4.570 -3.027 -1.185
19 H 3.412 -3.981 -1.988
20 H 2.904 2.805 -0.107
21 H 2.272 3.795 -1.210
22 O 2.386 3.602 -0.288
23 H 2.269 1.769 2.277
24 H 3.623 1.471 1.543
25 O 2.685 1.232 1.606
26 H 1.254 4.020 1.549
27 H 0.234 4.056 0.577
28 O 0.310 3.807 1.504
29 H -2.323 -0.461 -3.672
30 H -1.238 -1.515 -4.013
31 O -1.861 -1.220 -3.322
32 H -4.589 -0.073 0.854
33 H -4.859 1.128 0.025
34 O -4.702 0.170 -0.072
35 H -0.035 1.962 1.037
36 H 0.823 1.075 0.358
37 O -0.137 1.215 0.398
38 H -2.663 -2.625 1.621
39 H -1.689 -2.704 2.723
40 O -2.656 -2.767 2.571
41 H 0.615 -4.097 2.450
42 H 0.624 -2.952 3.529
43 O 0.139 -3.353 2.803
44 H -2.978 3.243 0.516
45 H -2.004 2.336 -0.149
46 O -2.178 2.731 0.700
47 H 4.322 3.903 1.129
48 H 4.900 2.915 0.019
49 O 4.616 3.007 0.929
50 H -2.747 1.707 1.925
51 H -3.361 1.153 3.186
52 O -3.377 1.005 2.228
53 H -4.016 0.998 -2.075
54 H -3.062 2.080 -2.610
55 O -3.131 1.392 -1.934

=====

Entry 2:
Molecular formula: C5H35NO15
Method: DFT, ωB97M-V with the def2-TZVPD basis set

Properties
Net charge: 0
Highest occupied orbital energy in eV: -9.2677

Atoms and positions in Å:
1 C -1.268 -2.215 2.211
2 N -0.710 -1.220 1.421
3 C -0.802 -1.264 0.024
4 C -0.211 0.290 3.433
5 C -0.634 0.189 1.925
6 C -2.064 0.810 1.966
7 O -2.192 1.976 1.582
8 O -0.950 -2.199 3.401
9 H -1.918 -2.886 1.623
10 H -0.713 -0.252 -0.435
11 H -0.093 -1.780 -0.623
12 H -1.733 -1.584 -0.406
13 H 0.638 -0.312 3.492
14 H 0.061 1.273 3.712
15 H -0.982 0.002 4.059
16 H 0.152 0.796 1.510
17 H -2.840 0.095 2.205
18 H -1.189 0.727 -3.887
19 H -0.815 0.049 -2.660
20 O -0.877 0.959 -3.002
21 H 2.208 -2.648 2.332
22 H 1.198 -3.457 3.255
23 O 1.893 -3.567 2.625
24 H -2.784 1.971 -2.360
25 H -2.897 2.741 -0.862
26 O -3.311 2.343 -1.582
27 H -3.088 -1.492 -2.749
28 H -1.566 -1.836 -3.145
29 O -2.136 -1.348 -2.624
30 H 2.298 1.211 -2.843
31 H 0.838 1.687 -3.148
32 O 1.672 1.925 -3.215
33 H -3.495 1.132 -0.329
34 H -4.363 -0.254 -0.311
35 O -3.654 0.282 0.147
36 H -0.616 2.848 0.715
37 H 0.710 3.526 0.062
38 O 0.324 3.226 0.851
39 H 1.513 2.098 1.459
40 H 2.753 2.421 2.310
41 O 2.288 1.701 1.898
42 H 2.724 -0.289 -0.583
43 H 3.030 -1.089 -1.813
44 O 2.559 -0.261 -1.526
45 H 1.778 -0.502 1.318
46 H 3.090 -0.003 1.544
47 O 2.691 -0.848 1.308
48 H 1.098 4.812 -1.447
49 H 1.704 3.584 -2.169
50 O 1.596 4.010 -1.412
51 H 1.907 -3.606 0.409
52 H 3.195 -2.798 0.338
53 O 2.551 -3.210 -0.217
54 H 0.380 -3.043 -2.730
55 H 0.985 -2.266 -3.638
56 O 0.068 -2.454 -3.423

=====

Entry 3:
Molecular formula: C5H36N2O12
Method: DFT, ωB97M-V with the def2-TZVPD basis set

Properties
Net charge: 0
Highest occupied orbital energy in eV: -9.2542

Atoms and positions in Å:
1 C -0.278 2.174 -2.230
2 N 0.598 0.980 -2.092
3 C 1.746 1.181 -1.143
4 C 2.822 2.113 -1.649
5 C 2.174 -0.267 -0.949
6 N 1.246 -1.172 -0.234
7 C 1.304 -1.063 1.209
8 O 0.248 -0.092 1.455
9 H -1.216 1.844 -1.656
10 H -0.463 2.196 -3.324
11 H 0.104 3.196 -2.158
12 H 0.939 0.760 -3.030
13 H 1.347 1.628 -0.231
14 H 3.035 1.929 -2.676
15 H 3.832 1.748 -1.209
16 H 2.684 3.147 -1.421
17 H 3.116 -0.188 -0.321
18 H 2.413 -0.675 -1.979
19 H 0.291 -0.994 -0.463
20 H 2.240 -0.840 1.779
21 H 0.747 -2.074 1.607
22 H 0.036 0.132 2.375
23 O 1.231 -3.880 -1.113
24 H 0.810 -3.091 -1.479
25 H 2.039 -3.528 -0.733
26 O -1.415 -1.645 -1.837
27 H -1.830 -1.499 -0.981
28 H -0.724 -0.956 -1.773
29 O -0.581 1.292 4.333
30 H 0.006 2.022 4.522
31 H -1.411 1.658 3.991
32 O 0.798 4.235 2.181
33 H 0.687 3.426 1.643
34 H 0.426 4.772 1.463
35 O -3.395 -1.220 1.828
36 H -4.075 -1.575 2.410
37 H -2.996 -2.100 1.632
38 O 3.126 -1.608 -3.461
39 H 2.480 -1.675 -4.161
40 H 3.182 -2.306 -2.797
41 O -1.323 -4.173 -0.526
42 H -1.305 -3.195 -0.701
43 H -0.422 -4.541 -0.660
44 O -1.178 3.556 0.661
45 H -1.635 4.360 0.419
46 H -1.482 2.825 0.116
47 O -2.380 0.332 -0.310
48 H -1.433 0.150 -0.152
49 H -2.941 -0.346 0.098
50 O -1.286 -3.350 1.872
51 H -1.492 -3.772 0.996
52 H -1.549 -4.013 2.559
53 O -2.901 1.830 2.820
54 H -2.930 1.114 3.468
55 H -3.066 1.237 2.012

=====

Entry 4:
Molecular formula: C5H36N2O13
Method: DFT, ωB97M-V with the def2-TZVPD basis set

Properties
Net charge: 0
Highest occupied orbital energy in eV: -9.5644

Atoms and positions in Å:
1 C 0.859 -0.020 2.916
2 N -0.215 -0.879 2.821
3 C -1.338 -0.635 3.707
4 C -1.460 -2.705 1.748
5 C -0.543 -1.495 1.527
6 C -1.209 -0.502 0.567
7 N -0.772 -0.709 -0.829
8 O 0.998 0.741 3.855
9 H 1.622 -0.168 2.144
10 H -1.712 -1.580 4.092
11 H -1.020 -0.006 4.532
12 H -2.159 -0.082 3.238
13 H -2.437 -2.409 2.127
14 H -1.034 -3.356 2.517
15 H -1.565 -3.276 0.829
16 H 0.356 -1.874 1.042
17 H -2.289 -0.614 0.621
18 H -1.008 0.522 0.879
19 H -0.777 0.172 -1.329
20 H 0.182 -1.041 -0.851
21 H 3.078 -1.028 -1.269
22 H 3.430 -1.312 0.287
23 O 3.227 -0.621 -0.375
24 H 1.073 2.367 1.135
25 H 0.768 2.526 2.642
26 O 0.322 2.498 1.789
27 H 2.467 -0.938 -3.381
28 H 1.928 -2.316 -2.871
29 O 2.689 -1.700 -2.791
30 H -1.639 3.055 -1.069
31 H -2.130 2.122 -2.217
32 O -1.494 2.832 -2.020
33 H 2.708 -2.693 2.206
34 H 3.885 -3.454 1.493
35 O 3.458 -2.578 1.579
36 H -3.626 0.325 -2.991
37 H -2.366 -0.063 -2.138
38 O -3.082 0.601 -2.231
39 H 2.679 1.003 -0.147
40 H 3.225 2.446 -0.121
41 O 2.392 1.957 -0.079
42 H -3.731 0.945 -0.515
43 H -3.278 1.913 0.624
44 O -3.877 1.148 0.436
45 H 2.371 0.849 -4.876
46 H 1.486 1.071 -3.603
47 O 1.798 0.395 -4.252
48 H -2.218 4.099 0.962
49 H -1.134 2.991 1.083
50 O -1.985 3.228 0.642
51 H -0.140 -2.189 -2.438
52 H 0.172 -3.685 -2.169
53 O 0.242 -2.993 -2.857
54 H 0.170 2.604 -2.403
55 H 1.548 2.189 -1.670
56 O 1.103 2.321 -2.547

=====

Q: net charge of number 3 (C5H36N2O12)?
A: 0

=====

Q: Look up the net charge of the fourth one.
A: 0

=====

Please write out number 2 again, unchanged.
Molecular formula: C5H35NO15
Method: DFT, ωB97M-V with the def2-TZVPD basis set

Properties
Net charge: 0
Highest occupied orbital energy in eV: -9.2677

Atoms and positions in Å:
1 C -1.268 -2.215 2.211
2 N -0.710 -1.220 1.421
3 C -0.802 -1.264 0.024
4 C -0.211 0.290 3.433
5 C -0.634 0.189 1.925
6 C -2.064 0.810 1.966
7 O -2.192 1.976 1.582
8 O -0.950 -2.199 3.401
9 H -1.918 -2.886 1.623
10 H -0.713 -0.252 -0.435
11 H -0.093 -1.780 -0.623
12 H -1.733 -1.584 -0.406
13 H 0.638 -0.312 3.492
14 H 0.061 1.273 3.712
15 H -0.982 0.002 4.059
16 H 0.152 0.796 1.510
17 H -2.840 0.095 2.205
18 H -1.189 0.727 -3.887
19 H -0.815 0.049 -2.660
20 O -0.877 0.959 -3.002
21 H 2.208 -2.648 2.332
22 H 1.198 -3.457 3.255
23 O 1.893 -3.567 2.625
24 H -2.784 1.971 -2.360
25 H -2.897 2.741 -0.862
26 O -3.311 2.343 -1.582
27 H -3.088 -1.492 -2.749
28 H -1.566 -1.836 -3.145
29 O -2.136 -1.348 -2.624
30 H 2.298 1.211 -2.843
31 H 0.838 1.687 -3.148
32 O 1.672 1.925 -3.215
33 H -3.495 1.132 -0.329
34 H -4.363 -0.254 -0.311
35 O -3.654 0.282 0.147
36 H -0.616 2.848 0.715
37 H 0.710 3.526 0.062
38 O 0.324 3.226 0.851
39 H 1.513 2.098 1.459
40 H 2.753 2.421 2.310
41 O 2.288 1.701 1.898
42 H 2.724 -0.289 -0.583
43 H 3.030 -1.089 -1.813
44 O 2.559 -0.261 -1.526
45 H 1.778 -0.502 1.318
46 H 3.090 -0.003 1.544
47 O 2.691 -0.848 1.308
48 H 1.098 4.812 -1.447
49 H 1.704 3.584 -2.169
50 O 1.596 4.010 -1.412
51 H 1.907 -3.606 0.409
52 H 3.195 -2.798 0.338
53 O 2.551 -3.210 -0.217
54 H 0.380 -3.043 -2.730
55 H 0.985 -2.266 -3.638
56 O 0.068 -2.454 -3.423